[1]
ORCA calculation (ωB97M-V with the def2-TZVPD basis set) on a molecular structure, C3H5BaO3.

Geometry as XYZ:
```
12
Properties=species:S:1:pos:R:3:forces:R:3
H -1.328226 -0.016898 -2.322517 -1.3409 0.4378 3.3050
O 0.658863 0.840909 -0.954082 0.0006 0.0271 0.0982
C -0.079965 -0.287566 -1.292518 1.9209 -0.6863 0.0499
C 0.675653 1.008281 0.463142 -0.0550 0.1361 0.1478
O -1.511771 0.043082 -1.237316 -0.4669 0.7651 -4.0988
O 0.018851 -1.131580 -0.076604 0.0317 -0.1773 0.4593
C 0.747067 -0.429081 0.942019 0.1250 -0.0400 0.0133
H -0.238334 1.513301 0.812869 0.1590 -0.0911 -0.0163
H 1.551581 1.606606 0.735657 -0.2175 -0.1298 -0.0954
H 0.274429 -0.594720 1.917260 0.0692 0.0376 -0.1181
H 1.779311 -0.804546 0.967053 -0.2111 0.0959 0.0097
Ba -2.547458 -1.747787 0.045036 -0.0151 -0.3751 0.2454
```
Positions in Å, forces in eV/Å.

Output
* orbital gap (spin up / spin down): 4.599 / 6.826 eV
* HOMO energy (spin up / spin down): -0.1743 / -0.2571 hartree
* 2S+1: 2
* relative energy (zero: lowest compared OMol25 entry of this formula, charge and spin): 312.4 kJ/mol
* charge: 0



[2]
ORCA calculation (ωB97M-V with the def2-TZVPD basis set) on a molecular structure, C3H5BiO3.

Geometry as XYZ:
```
12
Properties=species:S:1:pos:R:3:forces:R:3
H 0.040071 -0.348310 1.592126 -3.0375 0.4536 -2.0268
C -0.473920 -1.662542 0.148907 -1.1497 0.7334 0.5859
C -0.922083 -0.301757 0.376951 1.7753 -0.2095 2.7245
O -0.066935 0.541142 -0.441407 0.0726 -0.4588 -0.3282
C -0.298980 1.836401 -0.584334 -0.8795 1.5287 -0.5615
O 0.914090 2.317894 -0.748233 0.0526 -0.5617 -0.4514
H -0.991152 -2.351746 0.830052 0.8279 -0.1067 -0.0195
H -1.959891 -0.020357 0.193773 -0.0400 -0.0575 0.6283
H 0.913511 3.115882 -1.294316 -0.0160 0.9066 0.1894
Bi 2.069047 0.040237 -0.195065 2.4370 0.4339 -0.9271
O 1.200391 -1.153154 1.012094 -1.3803 -2.4711 -0.0825
H -0.424151 -2.013692 -0.890550 1.3375 -0.1908 0.2687
```
Positions in Å, forces in eV/Å.

Output
* orbital gap: 6.933 eV
* HOMO energy: -0.7033 hartree
* relative energy (zero: lowest compared OMol25 entry of this formula, charge and spin): 572.8 kJ/mol
* charge: +2



[3]
ORCA calculation (ωB97M-V with the def2-TZVPD basis set) on 3 unconnected molecules or ions with the total composition C3H5Br.

Geometry as XYZ:
```
9
Properties=species:S:1:pos:R:3:forces:R:3
C 1.850175 -0.282074 -0.281241 1.1650 2.6557 2.6566
C -1.672599 0.401317 -0.098849 1.8549 -1.1780 -2.2620
C 2.428850 0.478777 0.491205 0.7229 -1.7100 -1.5902
Br -2.007505 -2.449182 0.103497 0.6134 2.4618 -0.1573
H 0.982917 -0.717822 -0.621603 -1.1129 -1.2228 -1.0648
H -2.259358 0.502017 0.766196 -0.8260 0.0882 0.6199
H -0.661656 0.878968 -0.187191 -0.6149 -1.0638 1.0921
H -1.982132 0.326202 -1.143637 -1.0409 -0.2111 0.7154
H 3.321306 0.861795 0.971625 -0.7615 0.1801 -0.0096
```
Positions in Å, forces in eV/Å.

Output
* orbital gap (spin up / spin down): 7.322 / 7.242 eV
* HOMO energy (spin up / spin down): -0.3609 / -0.3604 hartree
* relative energy (zero: lowest compared OMol25 entry of this formula, charge and spin): 438.4 kJ/mol
* charge: 0



[4]
ORCA calculation (ωB97M-V with the def2-TZVPD basis set) on 2 unconnected molecules or ions with the total composition C3H5Br.

Geometry as XYZ:
```
9
Properties=species:S:1:pos:R:3:forces:R:3
C -0.150287 -2.137917 0.213732 0.4901 -0.4447 -0.3409
C 0.980373 0.176141 -0.282259 0.2634 -3.2615 -1.3094
C 0.384632 1.390059 0.112846 1.4691 2.9514 0.9811
Br 2.800409 -0.122482 0.061794 -0.4445 0.4827 0.1795
H 0.814912 -2.679934 0.394659 -0.0602 0.6353 0.1612
H -0.484095 -2.784584 -0.658156 -0.0783 1.0162 0.2082
H -0.054038 1.064979 1.087618 -0.1267 0.6219 -0.4471
H 1.111915 2.267405 0.211575 -0.5226 -1.1544 0.7009
H -0.304110 1.850354 -0.580812 -0.9903 -0.8468 -0.1334
```
Positions in Å, forces in eV/Å.

Output
* orbital gap (spin up / spin down): 7.617 / 7.244 eV
* HOMO energy (spin up / spin down): -0.3087 / -0.3017 hartree
* relative energy (zero: lowest compared OMol25 entry of this formula, charge and spin): 690.9 kJ/mol
* charge: 0



[5]
ORCA calculation (ωB97M-V with the def2-TZVPD basis set) on a molecular structure, C3H5Br2Cl.

Geometry as XYZ:
```
11
Properties=species:S:1:pos:R:3:forces:R:3
C -1.424847 -0.405836 0.449910 -0.1853 -0.3590 0.2986
C -0.792658 0.627195 -0.363824 2.3052 -0.4636 0.2028
C 1.711394 0.030888 -0.258385 -1.7259 0.4716 -0.0454
Cl 2.308475 0.092438 -1.895242 -0.0500 -0.0344 0.2737
Br 1.730246 -1.703258 0.516540 0.1667 0.0264 -0.1438
Br 2.489162 1.343856 0.894504 0.0056 -0.0430 -0.1509
H -1.937028 0.026136 1.310947 -0.0810 -0.1122 -0.0369
H -0.664136 -1.103290 0.855009 -0.2099 0.1708 -0.0723
H -2.103066 -1.024592 -0.139412 -0.0820 0.0415 0.0964
H -0.576599 1.593097 0.057768 -0.0491 0.2027 -0.0394
H -0.740940 0.523371 -1.427820 -0.0942 0.0992 -0.3828
```
Positions in Å, forces in eV/Å.

Output
* orbital gap (spin up / spin down): 8.362 / 7.544 eV
* HOMO energy (spin up / spin down): -0.3108 / -0.3045 hartree
* relative energy (zero: lowest compared OMol25 entry of this formula, charge and spin): 319.2 kJ/mol
* charge: 0



[6]
ORCA calculation (ωB97M-V with the def2-TZVPD basis set) on 2 unconnected molecules or ions with the total composition C3H5Br2N3.

Geometry as XYZ:
```
13
Properties=species:S:1:pos:R:3:forces:R:3
C 0.175794 -1.195573 -1.015310 -0.4963 2.6794 3.3740
C -1.768963 -0.113632 0.051263 2.1298 1.3893 3.1407
C 0.812177 0.054681 1.004548 3.0060 3.3977 1.6935
N 1.048619 -0.780930 -0.052974 0.3277 -1.6697 -1.4630
N -1.060655 -0.723582 -0.935175 -1.8330 -0.2861 -1.3128
N -0.305375 0.446625 1.385237 -4.8448 -2.0977 -3.0343
Br -3.131543 1.094162 0.027425 0.7739 -0.8029 -0.3588
Br 2.530909 3.376624 -0.392899 -0.0487 -0.1103 0.0429
H 0.544109 -1.760229 -1.813233 0.1617 -0.9222 -1.2656
H 1.672727 0.712785 1.483404 -0.8345 -2.2024 -1.0179
H 1.988687 -1.175133 -0.203607 -0.2335 0.6512 0.5246
H -1.768038 -0.932920 -1.663551 0.9140 -0.2841 -0.4012
H -0.738454 0.997125 2.124878 0.9777 0.2578 0.0779
```
Positions in Å, forces in eV/Å.

Output
* orbital gap (spin up / spin down): 7.091 / 5.850 eV
* HOMO energy (spin up / spin down): -0.6341 / -0.6183 hartree
* 2S+1: 3
* charge: +2



[7]
ORCA calculation (ωB97M-V with the def2-TZVPD basis set) on 2 unconnected molecules or ions with the total composition C3H5BrF2.

Geometry as XYZ:
```
11
Properties=species:S:1:pos:R:3:forces:R:3
C 0.317812 0.847478 1.111780 -0.5092 2.9115 -2.2105
C 0.160752 0.975042 -0.450571 1.1752 -2.6105 1.4809
C -0.331822 -1.482438 -0.737573 1.0656 2.0879 0.0080
F 0.293885 -1.937880 0.323020 0.3887 -0.6561 0.9179
F 0.230391 -1.991673 -1.818386 -0.1278 -0.0915 -0.5121
Br -1.397056 1.538865 -1.243871 -0.8671 0.7240 -0.1310
H -0.220281 1.621603 1.664937 -0.4494 -0.0383 -0.3318
H 1.301078 0.979087 1.483234 1.3705 -0.0429 -0.2981
H -0.002969 -0.075083 1.409113 -0.9754 -2.2798 0.9115
H 1.045752 1.132901 -1.083263 -0.5081 -0.0967 0.4367
H -1.397542 -1.607901 -0.658422 -0.5629 0.0924 -0.2715
```
Positions in Å, forces in eV/Å.

Output
* orbital gap (spin up / spin down): 8.700 / 8.848 eV
* HOMO energy (spin up / spin down): -0.2991 / -0.3129 hartree
* relative energy (zero: lowest compared OMol25 entry of this formula, charge and spin): 335.2 kJ/mol
* charge: 0



[8]
ORCA calculation (ωB97M-V with the def2-TZVPD basis set) on C3H5BrF2O in the gas phase.

Geometry as XYZ:
```
12
Properties=species:S:1:pos:R:3:forces:R:3
C -1.828691 -0.509724 0.265032 -1.0730 0.9965 0.1184
O -0.793546 0.424847 0.002518 -0.5291 1.1170 1.4691
C 0.417024 -0.096165 0.007296 0.8071 -0.5467 -1.8060
F 0.700854 -0.876558 1.046153 -0.3641 -0.0580 1.3146
F 0.532869 -0.985716 -1.059074 -0.1684 -0.3334 -0.3582
C 1.431161 0.968255 -0.274894 0.0052 1.5793 1.5459
Br 3.120624 0.211531 0.107905 1.3976 -0.0747 0.0972
H -2.735948 0.025962 -0.009233 -0.0826 -0.1055 0.2868
H -1.910352 -0.926362 1.279905 0.4603 0.3910 -0.3103
H -1.655714 -1.221055 -0.469802 -0.2737 -2.0807 -0.9664
H 1.426491 1.111931 -1.364366 -0.2755 0.7473 0.6790
H 1.295230 1.873053 0.468557 0.0962 -1.6319 -2.0703
```
Positions in Å, forces in eV/Å.

Output
* orbital gap: 11.202 eV
* HOMO energy: -0.3799 hartree
* SMILES: COC(F)(F)CBr
* relative energy (zero: lowest compared OMol25 entry of this formula, charge and spin): 0.0 kJ/mol
* charge: 0



[9]
ORCA calculation (ωB97M-V with the def2-TZVPD basis set) on C3H5BrN2 in the gas phase.

Geometry as XYZ:
```
11
Properties=species:S:1:pos:R:3:forces:R:3
H -1.650452 -2.638685 0.264290 2.3209 1.9698 0.1940
N -0.924372 -1.867182 0.572309 -6.5804 -4.9510 4.1181
C -0.134046 -1.369651 -0.142302 5.0532 4.6398 -3.9546
C 0.637331 -0.111639 0.360103 -0.9969 0.7502 0.4710
Br 2.557672 -0.129880 -0.095610 -0.6463 -0.0756 -0.1626
C -0.052989 1.160175 -0.261327 0.1226 0.6132 0.4793
N -0.154770 2.218342 0.455830 0.6389 -0.9889 -0.8076
H -0.488101 3.008329 -0.106118 -0.3374 -0.3397 0.2099
H 0.076452 -1.434924 -1.210271 -0.2688 -0.9157 -0.4055
H 0.614778 0.003739 1.472170 -0.1348 -0.1942 -1.0534
H -0.481499 1.161375 -1.309070 0.8291 -0.5079 0.9114
```
Positions in Å, forces in eV/Å.

Output
* orbital gap: 10.226 eV
* HOMO energy: -0.3593 hartree
* SMILES: [H]/N=C/C(Br)/C=N/[H]
* relative energy (zero: lowest compared OMol25 entry of this formula, charge and spin): 51.0 kJ/mol
* charge: 0



[10]
ORCA calculation (ωB97M-V with the def2-TZVPD basis set) on C3H5BrS in the gas phase.

Geometry as XYZ:
```
10
Properties=species:S:1:pos:R:3:forces:R:3
C -1.311062 0.837548 -1.007003 0.2366 -0.1538 0.7425
C -0.112622 0.362095 -1.301861 0.3508 -0.1965 0.3578
S 1.279228 -0.283454 -0.400282 0.1647 -0.1418 0.3324
C 1.036000 -0.607509 1.396725 -0.8211 0.3666 -1.2536
Br -0.110500 -2.146769 1.773403 0.1310 0.2212 0.0204
H -1.676636 0.895938 0.009996 -0.0208 -0.0502 0.0177
H -1.961861 1.193991 -1.782822 -0.1076 0.0516 -0.2430
H 0.215722 0.331538 -2.334404 -0.0045 0.0069 -0.0981
H 0.607860 0.256777 1.897083 0.0780 -0.1423 0.0876
H 2.033871 -0.840155 1.749164 -0.0072 0.0383 0.0362
```
Positions in Å, forces in eV/Å.

Output
* orbital gap: 9.413 eV
* HOMO energy: -0.3218 hartree
* SMILES: C=CSCBr
* relative energy (zero: lowest compared OMol25 entry of this formula, charge and spin): 57.0 kJ/mol
* charge: 0